[1]
Below is 13 unconnected molecules or ions with the total composition C29H88N14O13 in a non-equilibrium geometry, with properties calculated with ωB97M-V with the def2-TZVPD basis set.

Last column: Löwdin charge in e.
Positions of all 144 atoms, in Å:
C  -2.171  0.253  1.581  -0.6972
O  -1.063  0.027  1.198  0.0229
N  -2.396  0.918  2.756  0.1512
N  -3.297  0.033  0.828  0.2084
H  -3.323  0.774  3.105  0.0907
H  -1.831  0.534  3.569  0.0708
H  -3.266  0.097  -0.174  0.0755
H  -4.234  0.153  1.186  0.0645
C  3.695  1.130  -0.006  -0.5897
O  2.586  1.480  0.430  -0.0055
N  4.075  1.273  -1.329  0.1550
N  4.652  0.521  0.795  0.1851
H  5.035  1.283  -1.652  0.0940
H  3.347  1.624  -1.987  0.0863
H  4.322  0.098  1.595  0.0281
H  5.493  0.282  0.338  0.0518
C  2.161  -0.598  2.733  -0.6607
O  3.323  -0.786  3.173  -0.0596
N  1.524  -1.388  1.892  0.2231
N  1.518  0.558  3.115  0.1506
H  1.875  -2.221  1.502  0.0916
H  0.599  -1.039  1.534  0.0896
H  0.960  0.934  2.335  0.0858
H  2.024  1.270  3.649  0.1236
C  6.049  -2.447  5.211  -0.6290
O  6.712  -3.355  5.716  0.0021
N  6.181  -1.127  5.600  0.1359
N  4.931  -2.753  4.395  0.1459
H  6.031  -0.338  4.997  0.0831
H  7.046  -1.007  6.152  0.1107
H  5.097  -3.648  3.968  0.0808
H  4.498  -2.062  3.834  0.0015
C  -5.950  0.981  -0.400  -0.6710
O  -6.253  0.362  0.643  -0.0307
N  -5.715  2.313  -0.525  0.1747
N  -5.839  0.283  -1.592  0.1464
H  -5.308  2.623  -1.433  0.0913
H  -5.879  2.766  0.365  0.1141
H  -5.994  0.879  -2.376  0.0573
H  -6.362  -0.611  -1.555  0.1268
C  -4.106  4.503  -4.413  -0.0570
C  -5.094  3.267  -4.427  -0.2643
O  -4.888  2.376  -3.339  -0.1777
H  -4.485  5.261  -5.098  0.0668
H  -3.105  4.252  -4.738  0.0597
H  -4.010  5.007  -3.498  0.0388
H  -4.922  2.744  -5.413  0.1149
H  -6.163  3.438  -4.388  0.1038
H  -3.934  2.043  -3.314  0.0674
C  2.613  5.123  0.481  -0.0678
C  1.292  4.464  0.830  -0.3194
O  0.840  3.578  -0.164  -0.1046
H  3.384  4.388  0.756  0.0759
H  2.764  5.916  1.193  0.0686
H  2.651  5.474  -0.501  0.0572
H  0.611  5.295  1.027  0.1031
H  1.349  3.938  1.793  0.1157
H  1.290  2.747  0.026  0.0368
C  -5.895  -4.384  -0.037  -0.0833
C  -5.916  -3.432  1.196  -0.3174
O  -4.684  -3.334  1.855  -0.0908
H  -5.080  -4.049  -0.654  0.0484
H  -6.791  -4.175  -0.626  0.0630
H  -5.776  -5.474  0.154  0.0788
H  -6.656  -3.890  1.983  0.1404
H  -6.255  -2.473  0.919  0.0705
H  -4.132  -2.630  1.510  0.0558
C  -2.650  4.052  1.330  -0.0598
C  -2.527  4.380  -0.227  -0.2531
O  -1.882  3.366  -1.082  -0.1272
H  -3.623  4.531  1.586  0.0694
H  -1.991  4.717  1.898  0.0597
H  -2.697  2.999  1.539  0.0297
H  -1.987  5.303  -0.215  0.0844
H  -3.549  4.502  -0.648  0.0934
H  -1.049  3.315  -0.579  0.0296
C  -1.953  -2.303  3.666  -0.0200
C  -1.141  -1.845  5.004  -0.3686
C  0.127  -2.620  5.299  -0.1976
O  0.611  -2.105  6.537  -0.2229
C  1.952  -2.436  6.877  -0.0846
N  -1.007  -0.387  5.083  0.0267
H  -2.925  -1.895  3.747  0.0502
H  -1.967  -3.392  3.632  0.0743
H  -1.418  -2.014  2.766  0.0470
H  -1.796  -2.058  5.865  0.1363
H  0.904  -2.399  4.549  0.1138
H  -0.007  -3.707  5.455  0.1353
H  2.634  -1.923  6.199  0.0745
H  2.134  -3.505  6.814  0.0857
H  2.041  -2.085  7.884  0.0805
H  -0.844  -0.197  6.055  0.0705
H  -0.144  -0.046  4.608  0.0647
C  1.271  4.087  -4.518  -0.0503
C  0.886  2.593  -4.401  -0.4557
C  1.681  1.760  -5.339  -0.2274
O  1.166  0.406  -5.321  -0.2165
C  2.207  -0.432  -5.829  -0.1146
N  1.188  2.200  -3.028  0.0737
H  2.334  4.187  -4.192  0.0896
H  0.599  4.667  -3.922  0.0678
H  1.395  4.409  -5.553  0.0731
H  -0.186  2.533  -4.744  0.1356
H  2.718  1.787  -5.043  0.1137
H  1.512  2.112  -6.388  0.1431
H  3.148  -0.307  -5.192  0.1023
H  2.385  -0.220  -6.920  0.0993
H  1.734  -1.409  -5.671  0.0846
H  0.587  2.694  -2.380  0.0521
H  0.893  1.242  -2.860  0.0714
C  5.563  -3.378  1.172  -0.0406
C  5.416  -2.956  -0.277  -0.3920
C  4.024  -2.550  -0.699  -0.2263
O  3.113  -3.602  -0.560  -0.1949
C  3.297  -4.697  -1.406  -0.1108
N  6.288  -1.740  -0.467  0.0305
H  5.436  -4.438  1.277  0.0781
H  4.860  -2.927  1.880  0.0600
H  6.549  -3.147  1.531  0.0728
H  5.730  -3.789  -0.931  0.1287
H  4.075  -2.196  -1.700  0.1096
H  3.682  -1.721  -0.055  0.1106
H  3.757  -4.315  -2.316  0.0875
H  2.330  -5.209  -1.437  0.0937
H  4.055  -5.441  -1.006  0.0989
H  7.097  -1.838  0.122  0.0589
H  6.524  -1.489  -1.427  0.0794
C  -3.094  -1.060  -4.147  -0.0518
C  -2.636  -0.333  -2.916  -0.4561
C  -1.442  -1.037  -2.264  -0.1840
O  -1.916  -2.134  -1.466  -0.2009
C  -0.930  -2.952  -0.979  -0.1327
N  -2.294  1.054  -3.182  0.0622
H  -2.230  -1.058  -4.904  0.1044
H  -4.019  -0.612  -4.549  0.0809
H  -3.243  -2.128  -3.952  0.0833
H  -3.447  -0.378  -2.212  0.0946
H  -0.913  -0.338  -1.601  0.1094
H  -0.722  -1.379  -3.081  0.1414
H  -0.310  -2.363  -0.293  0.0676
H  -0.236  -3.233  -1.850  0.1040
H  -1.350  -3.857  -0.522  0.0968
H  -1.753  1.216  -4.034  0.0795
H  -1.778  1.421  -2.368  0.0645

Values from the calculation:
Frontier orbital gap   9.58 eV
ΔE to the lowest compared entry with this formula, charge and spin   0.0 kJ/mol
Multiplicity   1
Max |F|   0.079 Eh/bohr
Calculated total energy   -78981.316 eV
Highest occupied orbital energy   -9.30 eV



[2]
Below is 14 unconnected molecules or ions with the total composition C29H91N23O14 in a non-equilibrium geometry, with properties calculated with ωB97M-V with the def2-TZVPD basis set.

Last column: Löwdin charge in e.
Positions of all 157 atoms, in Å:
C  1.502  -9.753  0.494  -0.7913
O  1.652  -9.051  1.494  0.0211
N  1.049  -10.976  0.485  0.1520
N  1.684  -9.350  -0.721  0.1528
H  0.764  -11.445  1.334  0.1206
H  1.387  -11.544  -0.279  0.1064
H  2.253  -8.516  -0.702  0.1235
H  1.463  -9.911  -1.532  0.1149
C  5.789  -6.389  7.208  -0.8211
O  5.793  -7.447  7.758  0.0634
N  4.948  -6.160  6.253  0.1444
N  6.455  -5.282  7.484  0.1558
H  4.413  -6.987  6.029  0.1219
H  4.584  -5.230  6.103  0.1112
H  6.398  -4.493  6.856  0.1084
H  7.234  -5.493  8.091  0.1158
C  -5.799  -4.685  -3.081  -0.7619
O  -5.841  -5.307  -4.108  0.0552
N  -4.721  -4.145  -2.541  0.1354
N  -6.786  -3.995  -2.576  0.1334
H  -3.869  -4.077  -3.079  0.1173
H  -4.905  -3.546  -1.749  0.0986
H  -6.586  -3.169  -2.030  0.1019
H  -7.602  -3.880  -3.159  0.1191
C  4.307  6.542  5.508  -0.8026
O  4.076  7.649  5.954  0.0252
N  3.375  5.903  4.839  0.1513
N  5.355  5.883  5.848  0.1696
H  3.589  5.158  4.192  0.1048
H  2.437  6.276  4.877  0.1157
H  5.354  4.906  5.594  0.1083
H  6.024  6.163  6.551  0.1278
C  0.616  -5.091  -5.510  -0.7579
O  0.304  -3.894  -5.443  -0.0002
N  -0.197  -6.069  -5.789  0.1556
N  1.858  -5.525  -5.424  0.1507
H  -1.185  -5.865  -5.832  0.1219
H  0.050  -7.049  -5.805  0.1111
H  2.691  -4.955  -5.470  0.1205
H  1.972  -6.475  -5.748  0.0983
C  2.753  6.435  -4.096  -0.7019
O  2.761  5.729  -5.143  -0.0282
N  2.115  7.595  -4.073  0.1466
N  3.037  5.979  -2.879  0.1484
H  1.852  7.904  -3.148  0.0990
H  1.930  8.216  -4.847  0.1188
H  3.446  5.063  -2.756  0.1145
H  3.096  6.583  -2.072  0.1031
C  0.511  -0.929  0.037  -0.7670
O  0.969  -0.192  0.925  -0.0204
N  0.039  -0.450  -1.079  0.1670
N  0.539  -2.238  0.165  0.1604
H  -0.034  0.529  -1.316  0.1254
H  0.016  -1.156  -1.801  0.1067
H  1.041  -2.678  0.923  0.1230
H  0.055  -2.747  -0.560  0.1049
C  5.286  0.452  -6.268  -0.8462
O  5.749  -0.638  -6.270  0.0629
N  5.988  1.524  -6.302  0.1607
N  4.004  0.698  -6.241  0.1588
H  5.520  2.280  -6.781  0.1150
H  6.980  1.513  -6.114  0.1243
H  3.611  1.627  -6.290  0.1069
H  3.317  0.032  -5.917  0.1172
C  -1.976  5.614  -0.144  -0.8391
O  -2.137  4.981  -1.149  0.0584
N  -1.425  5.217  0.936  0.1588
N  -2.232  6.881  -0.003  0.1504
H  -1.055  4.285  0.808  0.1287
H  -1.408  5.782  1.772  0.1165
H  -2.470  7.443  -0.807  0.1209
H  -2.111  7.316  0.900  0.1051
C  10.063  -4.506  -0.760  -0.1032
C  9.255  -3.798  -1.767  -0.4461
C  8.235  -2.902  -1.020  -0.1952
O  8.814  -1.725  -0.487  -0.2173
C  7.898  -0.655  -0.224  -0.0899
N  10.223  -3.161  -2.668  0.0458
H  9.430  -5.143  -0.142  0.0786
H  10.534  -3.830  -0.047  0.0868
H  10.791  -5.197  -1.184  0.0844
H  8.762  -4.563  -2.367  0.1351
H  7.778  -3.420  -0.177  0.1222
H  7.486  -2.542  -1.726  0.1150
H  7.484  -0.322  -1.175  0.0843
H  8.518  0.135  0.201  0.0861
H  7.126  -0.948  0.487  0.0849
H  10.746  -2.615  -1.998  0.0607
H  9.784  -2.426  -3.203  0.0678
C  2.923  -0.458  9.159  -0.0755
C  2.001  0.063  8.055  -0.4366
C  1.659  1.567  8.124  -0.1887
O  0.950  1.925  9.338  -0.2092
C  0.854  3.353  9.530  -0.0955
N  2.796  -0.291  6.876  0.0278
H  2.705  -1.526  9.148  0.0809
H  2.737  -0.079  10.164  0.0729
H  3.965  -0.163  9.036  0.0742
H  1.067  -0.492  8.141  0.1366
H  1.100  1.948  7.269  0.1202
H  2.655  1.996  8.231  0.1157
H  0.350  3.476  10.489  0.0847
H  0.357  3.851  8.696  0.0845
H  1.846  3.738  9.765  0.0810
H  2.289  0.127  6.109  0.0635
H  3.664  0.225  6.883  0.0636
C  -3.289  1.891  -8.261  -0.0765
C  -2.004  2.477  -8.771  -0.4811
C  -1.929  2.443  -10.279  -0.1863
O  -0.766  3.127  -10.880  -0.2187
C  -0.653  2.953  -12.327  -0.0814
N  -1.952  3.871  -8.359  0.0453
H  -3.115  0.817  -8.321  0.0761
H  -4.300  2.071  -8.627  0.0849
H  -3.361  2.023  -7.181  0.0755
H  -1.177  1.894  -8.366  0.1393
H  -2.796  2.945  -10.707  0.1226
H  -1.994  1.394  -10.570  0.1216
H  -0.253  1.994  -12.655  0.0828
H  0.055  3.740  -12.586  0.0810
H  -1.627  3.278  -12.692  0.0816
H  -1.034  4.131  -8.691  0.0649
H  -1.811  3.751  -7.366  0.0685
C  -9.493  1.715  -2.346  -0.0534
C  -8.928  2.068  -0.958  -0.4316
C  -9.931  1.667  0.173  -0.1877
O  -11.137  2.470  0.107  -0.1945
C  -12.262  1.727  0.609  -0.1132
N  -7.623  1.452  -0.753  0.0140
H  -8.956  2.137  -3.196  0.0747
H  -10.526  2.063  -2.334  0.0666
H  -9.720  0.655  -2.465  0.0757
H  -8.746  3.124  -0.757  0.1302
H  -9.523  2.013  1.123  0.1192
H  -10.067  0.586  0.172  0.1228
H  -12.659  1.002  -0.102  0.0816
H  -13.131  2.379  0.692  0.0805
H  -12.088  1.274  1.586  0.0846
H  -7.274  1.527  0.192  0.0625
H  -6.997  2.006  -1.320  0.0690
C  -5.052  2.675  5.359  -0.0585
C  -5.660  1.548  6.258  -0.4048
C  -5.041  0.149  6.046  -0.2090
O  -5.314  -0.133  4.720  -0.2012
C  -5.074  -1.398  4.256  -0.1360
N  -5.359  1.936  7.634  0.0189
H  -3.976  2.666  5.530  0.0681
H  -5.417  3.699  5.437  0.0740
H  -5.069  2.410  4.302  0.0640
H  -6.734  1.582  6.075  0.1376
H  -5.637  -0.575  6.602  0.1257
H  -3.967  0.064  6.215  0.1333
H  -5.244  -1.478  3.182  0.0887
H  -5.735  -2.116  4.742  0.0869
H  -4.054  -1.762  4.381  0.0872
H  -5.738  1.211  8.226  0.0632
H  -4.356  1.840  7.710  0.0620

Values from the calculation:
Frontier orbital gap   9.15 eV
ΔE to the lowest compared entry with this formula, charge and spin   953.0 kJ/mol
Multiplicity   1
Max |F|   0.117 Eh/bohr
Calculated total energy   -94483.945 eV
Highest occupied orbital energy   -9.40 eV



[3]
Below is a molecular structure, C2As2F18NO4S2Ti in a non-equilibrium geometry, with properties calculated with ωB97M-V with the def2-TZVPD basis set.

Last column: Löwdin charge in e.
Positions of all 30 atoms, in Å:
Ti  -0.186  0.704  0.191  0.7429
C  1.734  0.233  -3.769  -0.6470
F  1.563  0.004  -5.102  0.1005
F  2.671  -0.602  -3.318  0.1199
F  2.053  1.483  -3.616  0.1756
S  0.106  -0.233  -2.858  0.7014
O  -0.536  1.048  -2.549  -0.3393
O  -0.635  -1.106  -3.775  -0.2897
N  0.672  -0.811  -1.326  -0.3916
S  0.602  -2.347  -1.501  0.5692
O  -0.766  -2.879  -1.257  -0.3226
O  1.303  -2.919  -2.648  -0.3191
C  1.582  -3.011  -0.013  -0.7104
F  1.813  -4.283  -0.193  0.1661
F  2.755  -2.331  0.100  0.0958
F  0.972  -2.752  1.086  0.1665
As  -1.685  3.608  0.472  0.9256
F  -1.301  3.804  -1.257  -0.2834
F  -1.262  5.349  0.665  -0.3025
F  -2.208  3.440  2.204  -0.2891
F  -1.977  1.846  0.260  -0.3435
F  0.013  3.146  0.846  -0.3138
F  -3.409  3.950  0.033  -0.3040
As  -0.568  -0.811  3.905  0.9773
F  -2.384  -0.706  3.795  -0.3000
F  -0.265  -0.084  2.236  -0.3918
F  1.231  -0.919  4.071  -0.3018
F  -0.718  -1.289  5.670  -0.3252
F  -0.671  -2.463  3.270  -0.2678
F  -0.501  0.932  4.378  -0.2984

Values from the calculation:
Frontier orbital gap (alpha / beta)   4.69 / 10.18 eV
Charge   -2
ΔE to the lowest compared entry with this formula, charge and spin   78.9 kJ/mol
Multiplicity   4
Max |F|   0.124 Eh/bohr
Calculated total energy   -227138.726 eV
Highest occupied orbital energy (alpha / beta)   0.01 / -5.51 eV



[4]
Below is a molecular structure, C2BiLiO4 in a non-equilibrium geometry, with properties calculated with ωB97M-V with the def2-TZVPD basis set.

Last column: Löwdin charge in e.
Positions of all 8 atoms, in Å:
O  -1.008  1.170  -0.102  -0.2549
C  0.045  0.742  -0.662  -0.5560
O  0.909  1.491  -1.152  0.0013
Li  2.302  1.489  0.190  0.8554
Bi  -2.197  -0.377  0.637  1.7114
O  1.767  -0.551  0.352  0.0498
O  -0.344  -1.301  0.495  -0.2653
C  0.574  -0.586  0.005  -0.5418

Values from the calculation:
Frontier orbital gap (alpha / beta)   7.77 / 8.82 eV
Charge   +1
ΔE to the lowest compared entry with this formula, charge and spin   0.0 kJ/mol
Multiplicity   2
Max |F|   0.088 Eh/bohr
Calculated total energy   -16302.793 eV
Highest occupied orbital energy (alpha / beta)   -12.98 / -14.96 eV